173
Properties=species:S:1:pos:R:3:forces:R:3:lowdin_charge:R:1 method="wB97M-V/def2-TZVPD" fmax_ha_per_bohr=0.0479 homo_energy_ev=-7.233
C -4.80273 -4.40326 3.28185 -0.245 -0.315 -0.143 -0.113
C -4.63733 -3.53365 2.08580 -0.473 0.830 -0.131 -0.212
C -5.50917 -2.27205 2.07264 0.215 -0.388 0.700 -0.202
O -4.84249 -1.03825 1.94773 0.173 0.551 0.626 -0.058
C -4.35547 -0.99976 0.65570 -0.251 -0.211 0.196 -0.376
O -3.95982 0.26886 0.22750 0.531 -0.521 0.446 -0.045
C -2.85773 0.21570 -0.68833 0.510 0.478 1.050 -0.558
N -2.88796 1.39528 -1.47383 -0.581 0.582 -0.130 0.119
C -2.98943 -0.99127 -1.60996 0.194 0.830 -2.310 -0.578
I -5.01281 -0.93398 -2.38464 -1.096 0.475 0.343 1.020
C -1.99668 -1.05438 -2.82364 -1.176 -1.629 0.252 -0.681
C -0.80879 -1.96701 -2.56941 -0.578 0.988 -0.089 -0.184
I -2.97652 -1.89521 -4.61039 1.094 -0.163 -0.715 0.779
C -1.46494 0.35074 0.13744 -0.206 0.564 -0.715 -0.605
Cl -0.85940 -1.29702 0.59633 -0.364 -0.124 0.729 0.800
C -0.38540 0.96575 -0.73741 0.014 -0.016 0.290 -0.186
C -0.19456 2.44399 -0.61505 0.100 0.290 -0.222 -0.155
C 0.97116 2.92141 -1.42701 0.021 -0.462 -0.607 -0.342
C 2.25654 2.44180 -0.84811 -0.326 0.091 0.482 -0.044
C 0.75195 2.70754 -2.92093 0.345 0.038 0.132 -0.138
C 1.91854 2.27772 -3.76610 -0.108 0.009 -0.950 -0.188
C 2.15752 0.84111 -3.68842 -1.591 1.222 -1.100 -0.106
C 3.09842 0.23252 -3.07219 1.550 -1.133 0.854 -0.388
C 2.89133 -1.14159 -2.61310 0.524 -0.363 -0.919 -0.052
C 4.39496 0.80115 -2.74404 0.290 0.543 1.044 -0.044
O -1.69806 1.24899 1.18267 -0.811 -0.928 0.329 -0.075
C -1.07061 1.28795 2.45816 0.470 0.050 -0.301 -0.479
C -1.32981 2.70151 2.93248 1.263 0.770 -0.411 -0.204
N -0.76949 3.03124 4.21741 -0.580 -0.087 0.187 -0.074
C 0.01170 4.23686 4.31235 0.051 -0.511 0.399 -0.116
C -1.68888 0.40771 3.49719 -0.676 -0.344 -0.024 -0.217
O -2.71162 1.13366 4.09716 -0.389 0.050 -0.221 -0.175
C -3.14765 0.64326 5.31921 -0.187 0.147 -0.264 -0.079
P 0.79846 1.16659 2.51935 -0.320 -0.745 0.065 0.793
O 1.51655 2.41303 2.32674 0.954 1.845 -0.445 -0.388
H -4.35566 -4.01146 4.15649 0.417 0.619 0.997 0.063
H -4.32232 -5.33244 3.09013 0.331 -0.806 -0.017 0.050
H -5.82701 -4.62063 3.49301 -0.925 -0.014 0.111 0.076
H -4.90900 -4.12533 1.24688 -0.094 -0.522 -1.083 0.105
H -3.61450 -3.25860 1.95617 0.919 0.171 -0.004 0.093
H -6.25880 -2.37787 1.31398 -0.536 0.127 -0.750 0.116
H -6.03945 -2.22544 2.98943 -0.474 0.193 1.075 0.113
H -5.15910 -1.33339 0.03162 -0.538 -0.195 -0.352 -0.003
H -3.57525 -1.73545 0.58226 0.729 -0.087 -0.022 0.084
H -3.77960 1.42606 -1.95508 -0.082 -0.041 -0.196 0.044
H -2.93216 2.15969 -0.81528 0.147 0.395 0.069 0.105
H -2.95006 -1.92067 -1.13263 0.123 -1.171 0.723 0.040
H -1.71978 -0.09922 -3.14777 0.229 1.387 -0.464 0.034
H 0.03796 -1.37467 -2.30941 0.797 0.287 0.284 0.046
H -0.60479 -2.54604 -3.42692 0.563 -0.503 -0.917 0.022
H -1.05313 -2.64240 -1.80145 -0.079 -0.898 0.961 0.014
H 0.54201 0.51816 -0.49412 1.000 -0.674 0.318 0.067
H -0.55511 0.74483 -1.76022 -0.194 -0.395 -0.796 0.077
H -0.02038 2.77762 0.38208 0.074 -0.007 0.857 0.084
H -1.03173 2.98631 -0.97194 -1.139 0.404 -0.273 0.109
H 0.99099 3.97293 -1.28707 0.027 1.216 0.098 0.116
H 3.07808 2.83578 -1.36764 1.199 0.255 -0.901 0.058
H 2.31719 1.38299 -0.75561 0.319 -0.915 -0.132 0.070
H 2.32224 2.84729 0.13142 0.099 0.240 1.092 0.060
H 0.44016 3.64152 -3.31446 -0.554 1.010 -0.433 0.101
H -0.04261 2.01886 -3.13149 -0.661 -0.453 0.021 0.100
H 2.78001 2.85643 -3.59288 1.062 0.769 0.478 0.074
H 1.64924 2.49829 -4.77645 -0.259 0.353 -0.971 0.113
H 1.48287 0.23497 -4.23308 -1.353 -0.635 0.072 0.088
H 2.44539 -1.09276 -1.65029 -0.572 -0.185 1.056 0.068
H 3.82203 -1.64010 -2.49355 0.677 -0.785 0.009 0.052
H 2.25734 -1.64297 -3.31071 -0.573 -0.694 -0.304 0.073
H 5.13953 0.48756 -3.44229 0.546 -0.332 -0.640 0.089
H 4.70164 0.46456 -1.77939 0.483 -0.325 0.905 0.076
H 4.38619 1.86031 -2.69560 0.123 1.062 -0.219 0.056
H -2.36348 2.90691 2.84522 -1.197 -0.001 0.119 0.126
H -0.85872 3.31103 2.19630 0.514 0.720 -0.642 0.098
H -0.37042 2.26109 4.71779 0.017 -0.127 0.171 0.087
H -0.20868 4.89918 3.52010 -0.435 0.667 -1.016 0.078
H 1.05954 4.06559 4.26751 1.015 -0.225 -0.080 0.042
H -0.18744 4.76937 5.21437 -0.233 0.351 0.818 0.060
H -0.94673 0.16710 4.22961 0.618 -0.331 0.755 0.090
H -2.05735 -0.51540 3.09708 -0.239 -0.727 -0.472 0.112
H -2.51870 -0.13643 5.68640 0.630 -0.605 0.483 0.079
H -3.20850 1.45011 6.01576 0.177 0.625 0.639 0.087
H -4.12690 0.25583 5.20546 -1.166 -0.638 -0.067 0.079
H 1.26064 0.17249 1.65508 -0.240 -0.434 -0.002 0.004
H 1.04373 0.67076 3.80532 -0.146 -0.520 0.130 0.025
C -1.32158 -7.28129 -0.98371 -0.005 0.146 -0.208 -0.020
C -1.40468 -5.78553 -0.78104 -0.011 0.137 0.259 -0.485
O -1.50040 -5.01810 -1.70891 -0.049 -0.088 -0.211 0.069
C -1.37161 -5.27283 0.64010 -0.005 0.032 -0.266 -0.021
H -1.35936 -7.50426 -2.04620 -0.003 0.005 -0.049 0.079
H -0.38650 -7.66374 -0.57216 -0.057 -0.043 0.121 0.083
H -2.15834 -7.77300 -0.48605 0.070 -0.031 0.117 0.085
H -0.43778 -5.56296 1.12386 -0.074 -0.116 0.110 0.088
H -2.20721 -5.67325 1.21185 0.084 -0.107 0.115 0.071
H -1.44197 -4.18793 0.62946 -0.002 0.041 0.005 0.046
C 4.96418 -4.70391 0.13246 -0.046 0.142 -0.160 -0.021
C 4.94922 -3.22367 0.44671 0.030 -0.103 0.127 -0.492
O 4.69582 -2.40159 -0.39787 0.069 0.017 0.047 0.073
C 5.26684 -2.82528 1.87182 -0.059 0.156 -0.145 -0.023
H 4.72107 -4.85161 -0.91576 -0.015 0.013 -0.048 0.081
H 5.95281 -5.12007 0.33119 -0.034 -0.052 0.123 0.083
H 4.22761 -5.22514 0.74592 0.092 -0.042 0.092 0.081
H 6.26795 -3.16397 2.14210 -0.043 -0.110 0.068 0.083
H 4.54294 -3.27012 2.55664 0.085 -0.104 0.034 0.081
H 5.22212 -1.74364 1.96184 -0.005 0.047 -0.014 0.080
C 2.11957 -2.20714 -8.24258 0.197 0.085 0.222 -0.020
C 1.43160 -1.40797 -7.16183 -0.050 -0.103 -0.204 -0.488
O 2.05059 -0.90019 -6.25779 0.038 -0.004 0.070 0.072
C -0.06904 -1.28343 -7.27124 0.142 0.164 0.157 -0.035
H 3.18983 -2.22415 -8.05302 0.039 0.032 0.025 0.080
H 1.74102 -3.22914 -8.25171 -0.115 0.023 -0.190 0.059
H 1.93816 -1.75380 -9.21765 -0.121 -0.121 -0.053 0.088
H -0.52612 -2.27304 -7.23766 -0.049 0.002 -0.147 0.072
H -0.33104 -0.79238 -8.20987 -0.051 -0.150 -0.077 0.087
H -0.45409 -0.69141 -6.44676 -0.001 0.018 0.063 0.046
C -2.24474 -6.03230 5.96192 -0.109 -0.030 -0.224 -0.015
C -1.67705 -5.23379 4.81181 0.125 0.026 0.119 -0.484
O -2.15108 -5.29376 3.70246 0.365 -0.126 0.044 0.042
C -0.48685 -4.35190 5.11432 -0.104 0.033 -0.216 -0.013
H -3.09015 -6.61796 5.61257 -0.040 -0.023 -0.022 0.082
H -1.48576 -6.70590 6.36188 0.032 0.083 0.109 0.086
H -2.57960 -5.36133 6.75424 0.114 -0.014 0.075 0.088
H 0.34485 -4.95602 5.47936 -0.026 0.026 0.138 0.086
H -0.75069 -3.61337 5.87284 0.064 -0.066 0.106 0.085
H -0.18051 -3.83569 4.20809 -0.004 0.016 -0.041 0.078
C 4.31138 5.02147 5.19183 -0.223 -0.025 -0.058 -0.012
C 3.34971 5.90237 5.95549 0.188 -0.047 -0.025 -0.493
O 2.16642 5.89795 5.71951 -0.057 0.121 0.087 0.067
C 3.93864 6.78758 7.03248 -0.258 -0.009 0.018 -0.025
H 3.76294 4.44050 4.45446 -0.029 -0.009 -0.024 0.077
H 5.05569 5.63372 4.68026 0.097 -0.020 0.096 0.085
H 4.81806 4.34039 5.87756 0.108 0.077 0.013 0.086
H 4.66439 7.47922 6.60317 0.127 -0.098 0.031 0.083
H 4.42777 6.17209 7.78989 0.148 0.032 -0.061 0.079
H 3.14179 7.36112 7.49883 -0.041 0.019 0.009 0.077
C 3.61919 4.24732 11.59452 0.124 -0.164 -0.121 -0.026
C 3.12435 3.84937 10.22128 -0.091 0.097 0.096 -0.509
O 3.70195 3.02331 9.55641 0.063 -0.033 -0.061 0.065
C 1.87460 4.53764 9.72275 0.120 -0.179 -0.185 -0.021
H 4.51749 3.68481 11.83180 0.038 -0.031 -0.001 0.079
H 3.85039 5.31323 11.61557 -0.123 0.038 0.061 0.083
H 2.85658 4.03338 12.34437 -0.049 0.133 0.007 0.084
H 2.04031 5.61458 9.66657 -0.094 0.032 0.118 0.081
H 1.03836 4.33547 10.39322 0.019 0.138 0.082 0.085
H 1.62904 4.16637 8.73158 -0.004 0.004 -0.053 0.080
C -7.01061 4.29135 -5.29088 0.150 -0.017 -0.169 -0.027
C -6.21495 3.01180 -5.43940 -0.120 0.024 0.137 -0.503
O -5.42472 2.86064 -6.33774 0.049 -0.007 -0.077 0.076
C -6.46197 1.93520 -4.40504 0.188 -0.024 -0.292 -0.053
H -6.74276 4.97715 -6.08938 0.022 0.021 -0.040 0.078
H -8.07885 4.07764 -5.34803 -0.019 0.001 0.137 0.082
H -6.79157 4.76007 -4.33046 -0.113 -0.049 0.063 0.083
H -7.50886 1.62762 -4.43215 -0.035 0.082 0.147 0.087
H -6.21855 2.30901 -3.40922 -0.154 0.006 0.048 0.075
H -5.83396 1.07477 -4.62247 0.018 0.027 -0.022 0.032
C 0.69537 -6.78028 -8.26207 0.016 0.233 -0.032 -0.020
C 0.84335 -6.19844 -9.65030 -0.016 -0.168 0.039 -0.499
O 0.90508 -5.00702 -9.83394 -0.001 0.075 -0.009 0.066
C 0.90993 -7.18144 -10.79726 0.013 0.222 -0.049 -0.024
H 0.65947 -5.97539 -7.53339 -0.005 0.040 0.026 0.077
H -0.22560 -7.36079 -8.19506 0.058 -0.119 -0.016 0.085
H 1.54308 -7.42807 -8.03484 -0.065 -0.116 -0.029 0.085
H -0.00234 -7.77830 -10.83279 0.054 -0.109 0.065 0.084
H 1.76629 -7.84546 -10.67259 -0.073 -0.104 0.053 0.084
H 1.01517 -6.63856 -11.73190 0.005 0.036 -0.035 0.080
C 3.02116 6.89773 -1.36637 -0.061 -0.220 -0.040 -0.015
C 3.07493 6.40962 -2.79722 0.036 0.157 0.093 -0.484
O 2.78411 5.27512 -3.08604 -0.011 -0.041 -0.045 0.086
C 3.50990 7.40946 -3.84561 -0.055 -0.212 -0.067 -0.022
H 2.69703 6.08630 -0.71986 -0.010 -0.042 0.011 0.076
H 4.00887 7.23346 -1.04727 -0.024 0.134 -0.019 0.084
H 2.31685 7.72628 -1.27859 0.096 0.097 -0.002 0.085
H 4.51763 7.76614 -3.62821 -0.041 0.116 0.060 0.083
H 2.82586 8.25910 -3.86021 0.080 0.081 0.076 0.083
H 3.50492 6.93315 -4.82170 -0.005 -0.035 -0.035 0.081